1.
A molecular structure, C39H28N3O10P2PtS. Source: OMol25; level of theory: the ωB97M-V functional and the def2-TZVPD basis.

The multiplicity is 3. The frontier orbital gap (spin up / spin down) comes out at 7.914 / 7.258 eV. Its expectation value of S² is 2.0067. As for the net charge: -1. For the highest occupied orbital energy (spin up / spin down), the calculation gives -0.221 / -0.232 Eh.

Geometry (Å):
Pt 0.4335 0.7313 -0.2930
S -4.1270 3.8671 -1.5949
P -1.0979 -0.9540 -0.5155
P 0.4051 -3.4463 0.5380
O -5.1929 3.1610 -2.2637
O -4.4326 5.1756 -1.0828
O 1.1215 1.0755 5.8394
O 3.8772 3.0661 -0.2625
O 4.8582 5.3141 3.7009
O 2.0059 1.9852 -0.6624
O 0.7938 0.9772 1.8000
O -1.4841 1.8689 -0.0600
O -0.1300 0.4897 4.2048
O 4.0688 4.6653 5.5942
N -3.4329 2.9275 -0.4703
N 0.8079 1.1140 4.6568
N 4.1292 4.6112 4.3770
C 3.2769 3.6489 3.6910
C -2.1157 -0.5624 -1.9637
C -2.0271 -0.6380 2.0620
C 1.4908 -6.4720 -2.0230
C -2.2147 -1.2950 0.8544
C -1.7005 3.2365 -2.0722
C 1.4006 -4.6787 -0.3976
C 3.7059 -0.5430 1.9440
C -2.2287 -0.2006 -4.3444
C 2.4403 2.8471 4.4299
C 2.8279 -6.6944 -1.7234
C 3.5168 -0.7268 0.5776
C -3.5199 0.2938 -4.2050
C -4.0147 -2.5738 1.8095
C -2.5631 4.6148 -3.8686
C 1.8831 -2.0429 2.3979
C -3.2115 -2.2645 0.7273
C -0.3780 -2.5867 -0.9135
C -1.3198 4.5274 -4.4864
C -2.7167 3.9604 -2.6659
C 3.4477 -5.9167 -0.7570
C -3.8189 -1.9220 3.0239
C -4.1058 0.3650 -2.9507
C -1.5253 -0.6196 -3.2274
C -2.8305 -0.9607 3.1502
C -0.2837 3.8112 -3.8966
C -3.4077 -0.0652 -1.8302
C 2.8427 2.5617 0.1423
C 2.5273 -1.5877 0.1288
C -0.4597 3.1568 -2.6812
C -2.1873 2.6334 -0.7788
C 3.3433 3.5226 2.3119
C 1.5888 1.8213 2.3378
C 2.8902 -1.1979 2.8516
C 2.7413 -4.9181 -0.0998
C 1.7021 -2.2595 1.0367
C 2.5449 2.6298 1.6309
C 1.6220 1.9533 3.7731
C 0.7843 -5.4793 -1.3612
H 3.2436 -4.3132 0.6450
H 4.4901 -6.0806 -0.5138
H 1.2267 -2.5331 3.1076
H -4.7917 -3.3211 1.7104
H -1.1854 -3.2309 -1.2696
H 4.4757 0.1342 2.2932
H -5.0860 0.8045 -2.8316
H -0.5034 -0.9656 -3.3391
H -3.3766 5.1769 -4.3082
H -0.2624 -5.3316 -1.6019
H -1.2570 0.1138 2.1639
H 4.1296 -0.1870 -0.1335
H 0.3289 -2.4546 -1.7353
H 0.9936 -7.0744 -2.7732
H -1.7608 -0.2376 -5.3200
H 0.3687 2.6282 -2.2292
H -1.1524 5.0304 -5.4306
H 3.3812 -7.4686 -2.2395
H 2.4091 -1.7529 -0.9370
H -3.3681 -2.7692 -0.2201
H -4.4446 -2.1680 3.8730
H 4.0479 4.1090 1.7414
H -4.0602 0.6501 -5.0728
H -2.6659 -0.4526 4.0908
H 0.6830 3.7689 -4.3824
H 2.4165 2.9099 5.5057
H 3.0195 -1.0368 3.9151
H -3.8507 0.0440 -0.8485

2.
A molecular structure, C39H29BrN8NiO2P2Se2 in a non-equilibrium geometry. Source: OMol25; level of theory: the ωB97M-V functional and the def2-TZVPD basis.

The frontier orbital gap (spin up / spin down) comes out at 6.683 / 6.681 eV. For the highest occupied orbital energy (spin up / spin down), the calculation gives -0.291 / -0.291 Eh.

Geometry (Å):
Br 1.5869 5.6696 -3.2239
Se 0.3563 -1.9823 -0.0207
Se 6.7853 -2.4677 0.7215
Ni 0.3903 0.3514 0.1036
P 2.5202 -2.2233 -0.1197
P 6.2715 -0.4555 0.3072
O 1.4471 2.9101 -2.7460
O 0.5210 1.9933 -0.9429
N -4.9038 -2.7868 -0.0891
N -3.1265 2.3476 0.1724
N 4.3213 1.2501 0.6249
N -1.6386 0.7996 0.4889
N -2.2414 -2.0528 0.0249
N 2.3861 0.3697 0.4583
N -3.7690 1.2057 -0.0422
N 3.0515 1.4637 0.7098
C 3.1546 -2.8847 2.4708
C 7.1358 2.0326 -2.8085
C 2.1567 -3.4677 -2.5678
C 6.4908 1.1933 3.9819
C 2.1490 6.3911 0.7943
C -1.8513 2.1020 0.5009
C 7.9246 1.2340 -3.6235
C 1.1093 2.9177 -1.5765
C -3.9364 -3.6943 -0.1213
C 6.9388 0.2270 -1.2454
C 3.9097 -3.8523 -4.1597
C 4.4110 -2.7588 -2.0885
C 1.4030 4.1843 -0.7514
C 3.2226 -3.3111 1.1493
C 8.2346 -0.0616 -3.2444
C 1.7045 5.4049 -1.3468
C 3.0760 -2.8637 -1.7206
C 4.3602 -4.8421 3.1469
C -4.5485 -1.5222 -0.0051
C -2.6007 -3.3216 -0.0694
C 4.5262 -0.0417 0.3017
C 2.0772 6.5022 -0.5823
C 3.8228 -4.5209 0.8310
C 1.4725 4.0966 0.6343
C 2.5782 -3.9581 -3.7901
C 7.7387 -0.5666 -2.0553
C 7.7731 1.5961 1.5466
C 4.8270 -3.2591 -3.3070
C 1.8353 5.1870 1.4044
C 6.6324 1.5325 -1.6211
C 8.0956 2.3787 2.6431
C 6.7995 0.6190 1.6722
C 7.4506 2.1859 3.8530
C -2.8557 0.2732 0.1535
C 6.1698 0.4067 2.8942
C 4.3972 -5.2811 1.8341
C 3.7268 -3.6514 3.4668
C 3.2678 -0.6313 0.1810
C -3.1999 -1.1337 0.0542
H 8.8600 -0.6806 -3.8716
H 6.9106 3.0472 -3.1035
H -1.1325 2.8619 0.7374
H 7.6893 2.8166 4.6966
H 8.2722 1.7458 0.5994
H 5.9899 1.0378 4.9270
H 1.2742 3.1422 1.1027
H 1.8670 -4.4170 -4.4596
H 1.8905 5.0895 2.4787
H 2.3161 7.4281 -1.0839
H -3.5947 3.2323 0.0513
H 7.9685 -1.5768 -1.7437
H 6.0022 2.1406 -0.9879
H 8.2851 1.6172 -4.5661
H 3.6798 -3.3229 4.4941
H 4.2318 -4.2264 -5.1200
H -4.2430 -4.7282 -0.1875
H 2.4588 7.2446 1.3786
H -1.7855 -4.0328 -0.1070
H 8.8484 3.1481 2.5450
H 5.4308 -0.3801 2.9834
H 1.1186 -3.5365 -2.2663
H -5.3415 -0.7888 0.0263
H 4.8796 -6.2158 1.5902
H 3.8465 -4.8602 -0.1939
H 2.6462 -1.9587 2.7089
H 5.8662 -3.1852 -3.5907
H 4.8162 -5.4337 3.9266
H 5.1190 -2.2951 -1.4150

Please write out number 2 again, unchanged.
A molecular structure, C39H29BrN8NiO2P2Se2 in a non-equilibrium geometry. Source: OMol25; level of theory: the ωB97M-V functional and the def2-TZVPD basis.

The frontier orbital gap (spin up / spin down) comes out at 6.683 / 6.681 eV. For the highest occupied orbital energy (spin up / spin down), the calculation gives -0.291 / -0.291 Eh.

Geometry (Å):
Br 1.5869 5.6696 -3.2239
Se 0.3563 -1.9823 -0.0207
Se 6.7853 -2.4677 0.7215
Ni 0.3903 0.3514 0.1036
P 2.5202 -2.2233 -0.1197
P 6.2715 -0.4555 0.3072
O 1.4471 2.9101 -2.7460
O 0.5210 1.9933 -0.9429
N -4.9038 -2.7868 -0.0891
N -3.1265 2.3476 0.1724
N 4.3213 1.2501 0.6249
N -1.6386 0.7996 0.4889
N -2.2414 -2.0528 0.0249
N 2.3861 0.3697 0.4583
N -3.7690 1.2057 -0.0422
N 3.0515 1.4637 0.7098
C 3.1546 -2.8847 2.4708
C 7.1358 2.0326 -2.8085
C 2.1567 -3.4677 -2.5678
C 6.4908 1.1933 3.9819
C 2.1490 6.3911 0.7943
C -1.8513 2.1020 0.5009
C 7.9246 1.2340 -3.6235
C 1.1093 2.9177 -1.5765
C -3.9364 -3.6943 -0.1213
C 6.9388 0.2270 -1.2454
C 3.9097 -3.8523 -4.1597
C 4.4110 -2.7588 -2.0885
C 1.4030 4.1843 -0.7514
C 3.2226 -3.3111 1.1493
C 8.2346 -0.0616 -3.2444
C 1.7045 5.4049 -1.3468
C 3.0760 -2.8637 -1.7206
C 4.3602 -4.8421 3.1469
C -4.5485 -1.5222 -0.0051
C -2.6007 -3.3216 -0.0694
C 4.5262 -0.0417 0.3017
C 2.0772 6.5022 -0.5823
C 3.8228 -4.5209 0.8310
C 1.4725 4.0966 0.6343
C 2.5782 -3.9581 -3.7901
C 7.7387 -0.5666 -2.0553
C 7.7731 1.5961 1.5466
C 4.8270 -3.2591 -3.3070
C 1.8353 5.1870 1.4044
C 6.6324 1.5325 -1.6211
C 8.0956 2.3787 2.6431
C 6.7995 0.6190 1.6722
C 7.4506 2.1859 3.8530
C -2.8557 0.2732 0.1535
C 6.1698 0.4067 2.8942
C 4.3972 -5.2811 1.8341
C 3.7268 -3.6514 3.4668
C 3.2678 -0.6313 0.1810
C -3.1999 -1.1337 0.0542
H 8.8600 -0.6806 -3.8716
H 6.9106 3.0472 -3.1035
H -1.1325 2.8619 0.7374
H 7.6893 2.8166 4.6966
H 8.2722 1.7458 0.5994
H 5.9899 1.0378 4.9270
H 1.2742 3.1422 1.1027
H 1.8670 -4.4170 -4.4596
H 1.8905 5.0895 2.4787
H 2.3161 7.4281 -1.0839
H -3.5947 3.2323 0.0513
H 7.9685 -1.5768 -1.7437
H 6.0022 2.1406 -0.9879
H 8.2851 1.6172 -4.5661
H 3.6798 -3.3229 4.4941
H 4.2318 -4.2264 -5.1200
H -4.2430 -4.7282 -0.1875
H 2.4588 7.2446 1.3786
H -1.7855 -4.0328 -0.1070
H 8.8484 3.1481 2.5450
H 5.4308 -0.3801 2.9834
H 1.1186 -3.5365 -2.2663
H -5.3415 -0.7888 0.0263
H 4.8796 -6.2158 1.5902
H 3.8465 -4.8602 -0.1939
H 2.6462 -1.9587 2.7089
H 5.8662 -3.1852 -3.5907
H 4.8162 -5.4337 3.9266
H 5.1190 -2.2951 -1.4150